[1]
Computed, not measured: a structure of composition C38H39F11N6O3Pt in a non-equilibrium geometry, with ωB97M-V/def2-TZVPD.

Geometry as ORCA input:
```
! wB97M-V def2-TZVPD RIJCOSX def2/J DEFGRID3
* xyz 0 1
Pt -1.9275 -1.5461 -0.5452
C -4.7660 -2.1686 -2.0549
N -3.4863 -2.8375 -1.8902
C -2.7130 -2.8337 -3.1147
C -1.2238 -3.1561 -2.9370
N -0.5733 -2.4059 -1.8491
C 0.7565 -2.3785 -1.8308
C 1.5981 -3.1723 -2.6635
F 1.1086 -4.2406 -3.3221
C 2.9176 -2.9037 -2.8720
F 3.6493 -3.7058 -3.6440
C 3.5104 -1.7656 -2.2853
F 4.7527 -1.4069 -2.6501
C 2.8331 -1.0802 -1.3511
F 3.3433 0.0500 -0.8467
C 1.5079 -1.5115 -0.8235
F 0.7822 -0.2555 -0.6300
C -3.5817 -4.0919 -1.1664
C -2.3702 -4.3951 -0.2512
N -1.9605 -3.2759 0.5865
C -1.9249 -3.3514 1.9374
C -2.1933 -4.5205 2.7005
F -2.5788 -5.6713 2.0954
C -2.0892 -4.6066 4.0753
F -2.3496 -5.7766 4.6728
C -1.7246 -3.5220 4.8400
F -1.6321 -3.6038 6.1795
C -1.4462 -2.3484 4.1674
F -1.0707 -1.2656 4.8644
C -1.5189 -2.2720 2.7950
F -1.1355 -1.0880 2.3031
H -5.4399 -2.7350 -2.7191
H -5.2435 -2.0416 -1.0859
H -4.6068 -1.1769 -2.4832
H -3.1366 -3.5428 -3.8465
H -2.7918 -1.8269 -3.5312
H -1.0919 -4.2338 -2.8027
H -0.7414 -2.8987 -3.8848
H -4.4655 -4.0300 -0.5307
H -3.7123 -4.9377 -1.8612
H -2.6542 -5.2610 0.3361
H -1.5169 -4.6952 -0.8685
C -2.0139 5.0106 2.5341
C -2.5156 4.9247 1.0943
N -2.2460 3.6351 0.4740
C -3.1445 2.6175 0.6611
C -3.0500 1.4097 0.0604
C -4.0192 0.3311 0.5022
O -5.1507 0.6654 0.8393
O -3.5403 -0.8519 0.5869
C -2.0266 1.1906 -0.9125
O -1.9774 0.1943 -1.6728
C -1.0169 2.2121 -1.0201
C 0.0805 2.0029 -1.8563
C 1.1058 2.9078 -1.8737
F 2.1606 2.7130 -2.6932
C 1.1091 4.0136 -1.0373
C -0.0085 4.2628 -0.2425
C -1.1017 3.3983 -0.2600
N 2.2317 4.8844 -0.9033
C 3.5863 4.3909 -1.1322
C 4.5271 5.2828 -0.2492
N 3.6139 6.1370 0.5592
C 2.9311 7.1319 -0.3090
C 2.1237 6.2736 -1.3430
H -2.2393 5.9917 2.9524
H -0.9372 4.8411 2.5831
H -2.4979 4.2529 3.1494
H -2.0682 5.7066 0.4803
H -3.5940 5.0787 1.0737
H -3.9641 2.8169 1.3396
H 0.1194 1.0986 -2.4494
H 0.0118 5.1239 0.4129
H 3.8828 4.4526 -2.1806
H 3.6417 3.3457 -0.8363
H 5.1782 5.9097 -0.8541
H 5.1415 4.6822 0.4167
H 4.0144 6.5104 1.4119
H 2.7987 5.4450 0.6565
H 3.6589 7.7771 -0.7942
H 2.2746 7.7382 0.3124
H 2.5404 6.4054 -2.3457
H 1.0785 6.5671 -1.3744
C 3.7062 -3.5436 0.5985
C 2.5459 -2.8127 1.2968
C 3.1246 -1.6170 2.0874
C 1.9053 -3.7889 2.2897
C 1.4613 -2.3479 0.3662
H 4.3753 -3.9687 1.3521
H 4.2881 -2.8710 -0.0287
H 3.3291 -4.3591 -0.0223
H 3.8961 -1.9628 2.7838
H 2.3303 -1.1337 2.6590
H 3.5649 -0.8795 1.4180
H 2.6476 -4.1474 3.0074
H 1.4983 -4.6521 1.7597
H 1.0949 -3.3060 2.8406
H 0.4406 -2.6042 0.6200
*
```

The HOMO-LUMO gap (alpha / beta) comes out at 3.7724 / 3.7708 eV. The value obtained for the relative energy (zero: lowest compared OMol25 entry of this formula, charge and spin) is 182.8 kJ/mol. The LUMO energy (alpha / beta) is -1.54 / -1.54 eV.

=====

[2]
Computed, not measured: an isolated molecule of C4H10N2OS in a non-equilibrium geometry, with ωB97M-V/def2-TZVPD.

Geometry as ORCA input:
```
! wB97M-V def2-TZVPD RIJCOSX def2/J DEFGRID3
* xyz 0 1
N 2.9239 0.1347 -0.8731
C 1.6624 0.4991 -0.1903
C 0.5341 0.4771 -0.9564
O 0.6306 0.1587 -2.1883
N -0.6849 0.9713 -0.5361
C -1.1587 1.1932 0.8943
C -1.8498 -0.0382 1.4640
S -1.2163 -1.6165 1.0820
H 3.6335 -0.3706 -0.3113
H 2.4872 -0.1958 -1.8305
H 3.4722 1.0594 -1.0791
H 1.8582 0.5171 0.7759
H -1.3676 0.7899 -1.2048
H -0.0798 1.3151 1.3521
H -1.8139 2.1498 0.8313
H -2.9337 0.0648 1.3296
H -1.5925 -0.0916 2.5187
H -0.0484 -1.1737 0.4070
*
```

Its SMILES is [NH3+]/C=C(\[O-])NCCS. The HOMO-LUMO gap comes out at 7.6601 eV. The value obtained for the relative energy (zero: lowest compared OMol25 entry of this formula, charge and spin) is 366.8 kJ/mol. The LUMO energy is 0.24 eV.

=====

[3]
Computed, not measured: a cluster of 4 separate species, C35H46ClIN3O9PS in total in a non-equilibrium geometry, with ωB97M-V/def2-TZVPD.

Geometry as ORCA input:
```
! wB97M-V def2-TZVPD RIJCOSX def2/J DEFGRID3
* xyz 0 1
C 3.0055 3.0842 2.9307
C 1.5693 2.5496 2.5319
Cl 0.6738 1.9819 4.0512
C 0.6700 3.6607 1.7808
C 0.4434 3.1171 0.3167
C -0.3416 1.8304 0.2078
C -0.5544 1.2470 -1.1410
C 0.0042 1.9418 -2.3680
C 0.7638 3.2279 -2.2918
P 1.4255 4.0017 -3.8817
N 0.8770 5.5246 -3.9070
C 0.9675 3.8063 -0.9146
I 2.0621 5.6861 -0.7483
S -0.3102 1.0429 -3.9526
C -0.0578 -0.7040 -3.4051
C 0.6368 -1.7046 -4.2562
C 0.8298 -3.0937 -3.6952
C 0.3438 -3.4331 -2.3326
C -0.3770 -2.4106 -1.5288
C -0.6035 -1.0104 -2.0248
N -1.3148 -0.0046 -1.2101
C -2.6724 0.2330 -1.7681
C -3.7097 0.7284 -0.6669
O -3.5693 0.3155 0.4786
N -4.7680 1.6381 -1.0819
C -6.0356 1.3959 -0.3412
C -4.3894 3.0607 -0.8473
H 2.8656 4.0796 3.4534
H 3.6403 3.1786 1.9900
H 3.5672 2.3596 3.6034
H 1.7327 1.6313 1.8878
H -0.2804 3.7319 2.3843
H 1.2177 4.6454 1.7760
H -0.7639 1.2830 1.0899
H 0.9564 3.3186 -5.0420
H 2.8465 3.9495 -3.9016
H 0.3140 5.5510 -4.7770
H 1.0220 -1.4739 -5.2919
H 1.3729 -3.8534 -4.3326
H 0.5008 -4.4593 -1.8749
H -0.7552 -2.6260 -0.4863
H -2.6876 1.0312 -2.5814
H -3.1311 -0.7057 -2.2191
H -5.9074 1.1806 0.7580
H -6.6861 0.5958 -0.8059
H -6.6457 2.3543 -0.4069
H -3.4887 3.2922 -1.4922
H -5.1968 3.7965 -1.1359
H -4.1773 3.1887 0.2576
O 0.1778 -5.0591 -0.0135
C 0.5567 -4.9384 1.1220
O 0.2591 -5.8109 2.1186
C 0.7748 -5.3070 3.3620
C 1.8767 -4.3468 2.9745
C 1.3787 -3.7931 1.6570
H -0.0379 -4.8119 3.9007
H 1.1462 -6.1344 3.9673
H 2.0656 -3.5817 3.7269
H 2.8082 -4.8983 2.8125
H 0.7306 -2.9250 1.7996
H 2.2000 -3.5528 0.9836
O 2.7855 3.2800 -5.4000
C 3.7627 2.6984 -5.8179
O 4.6687 2.0945 -5.0205
C 5.7548 1.5974 -5.8186
C 5.1877 1.4558 -7.2132
C 4.1702 2.5795 -7.2633
H 6.5768 2.3165 -5.7739
H 6.0983 0.6443 -5.4171
H 5.9457 1.5132 -7.9945
H 4.6770 0.4938 -7.3102
H 4.6180 3.5223 -7.5856
H 3.3182 2.3246 -7.8915
O -7.6912 -0.5413 1.8148
C -7.0515 -1.5565 1.7733
O -7.5986 -2.8001 1.8611
C -6.5533 -3.7810 1.8884
C -5.3539 -3.1028 1.2616
C -5.5505 -1.6535 1.6656
H -6.3723 -4.0683 2.9281
H -6.8645 -4.6630 1.3278
H -4.4022 -3.5244 1.5869
H -5.4058 -3.1901 0.1723
H -5.1088 -1.4388 2.6411
H -5.1667 -0.9727 0.9136
O 2.0067 -1.4364 4.0686
C 2.3803 -1.3174 5.2035
O 2.0746 -2.1949 6.1962
C 2.5829 -1.7016 7.4439
C 3.6915 -0.7412 7.0702
C 3.2012 -0.1772 5.7495
H 1.7683 -1.2080 7.9809
H 2.9480 -2.5344 8.0455
H 3.8778 0.0179 7.8305
H 4.6222 -1.2932 6.9106
H 2.5537 0.6907 5.8913
H 4.0276 0.0649 5.0829
*
```

The HOMO-LUMO gap comes out at 7.7133 eV. The LUMO energy is 0.26 eV.

=====

[4]
Computed, not measured: a cluster of 2 separate species, C5H12NS in total in a non-equilibrium geometry, with ωB97M-V/def2-TZVPD.

Geometry as ORCA input:
```
! wB97M-V def2-TZVPD RIJCOSX def2/J DEFGRID3
* xyz -1 1
C 1.9960 0.4269 -0.4707
N 1.3324 -0.6959 0.3202
C 0.2698 -0.2608 -0.4170
C -0.6685 0.9582 0.0494
S -2.4099 0.9390 -0.2591
C -1.7580 -2.5081 1.0463
C 3.6550 0.5061 -0.1424
H 2.1561 0.1138 -1.5095
H 1.7053 1.4879 -0.3064
H -2.2811 -1.5453 1.0254
H 0.0607 -0.7724 -1.3336
H -0.6149 0.8790 1.1466
H -0.2201 1.9575 -0.1955
H -1.3705 -2.6718 0.0252
H -2.4377 -3.3653 1.2634
H -0.9144 -2.4643 1.7057
H 4.0937 1.3445 -0.7032
H 3.9616 0.5778 0.9287
H 4.1264 -0.4272 -0.5359
*
```

The HOMO-LUMO gap comes out at 6.1745 eV. The value obtained for the relative energy (zero: lowest compared OMol25 entry of this formula, charge and spin) is 437.3 kJ/mol. The LUMO energy is 3.51 eV.

=====

| no. | energy (eV) |
| --- | --- |
| 1 | -88253.3398 |
| 2 | -20170.1209 |
| 3 | -100679.1856 |
| 4 | -17701.2582 |